Entry 1:
Molecular formula: C7H18N3O4
Method: DFT, the ωB97M-V functional and the def2-TZVPD basis

## Properties
* energy relative to the best compared isomer or geometry (same formula, charge and spin): 283.0 kJ/mol
* charge: +1
* frontier orbital gap: 9.47 eV
* E: -20199.7630 eV
* F_max: 0.118 hartree/bohr

Last column: Mulliken charge in e.
Geometry (Å):
C 0.81 0.94 2.56  0.056
C 1.31 -1.74 0.02  0.234
C -3.12 -1.14 -0.08  -0.950
C 2.09 1.41 0.49  -1.084
C 0.87 1.87 -0.27  -0.325
C -1.97 0.66 -1.06  -0.500
C -0.69 0.99 -1.91  -0.537
N 1.82 -0.77 1.32  -0.668
N 1.59 0.56 1.55  0.382
N 2.11 -2.96 0.22  -0.688
O 0.49 0.08 3.43  -0.395
O 0.02 -2.01 0.30  -0.500
O -2.06 -0.77 -0.97  -0.490
O 0.52 0.81 -1.12  -0.194
H -4.13 -1.02 -0.68  0.324
H -3.27 -0.70 0.90  0.357
H -3.25 -2.22 0.08  0.337
H 2.61 0.88 -0.19  0.450
H 2.59 2.20 0.91  0.527
H 0.96 2.87 -0.93  0.317
H 0.00 1.96 0.32  0.342
H -2.98 0.93 -1.53  0.452
H -1.91 1.27 -0.18  0.317
H -0.95 2.06 -2.27  0.327
H -0.43 0.15 -2.65  0.309
H 1.78 -1.22 -0.84  0.407
H 2.67 -1.23 1.51  0.198
H 0.63 1.92 2.70  0.539
H 1.95 -3.59 0.96  0.249
H 3.14 -2.82 0.19  0.274
H 0.67 -0.78 3.19  0.372
H -0.68 -1.62 -0.16  0.561

---

Entry 2:
Molecular formula: C7H18N4
Method: DFT, the ωB97M-V functional and the def2-TZVPD basis

## Properties
* energy relative to the best compared isomer or geometry (same formula, charge and spin): 318.4 kJ/mol
* charge: +2
* frontier orbital gap: 9.24 eV
* E: -13491.9119 eV
* F_max: 0.216 hartree/bohr

Last column: Mulliken charge in e.
Geometry (Å):
C -2.14 0.75 -0.23  -0.768
C -1.00 1.63 -0.24  0.923
C -2.16 -0.60 -0.21  0.039
C 0.54 -0.67 -1.59  -1.750
C 2.48 0.22 -0.39  -1.839
C 0.80 -1.20 0.79  -1.758
C 1.03 -0.20 -0.27  1.873
N -1.26 2.91 0.04  -0.372
N -3.06 -1.32 0.31  -0.309
N 0.28 -0.72 1.99  -0.032
N 0.27 1.09 0.07  -0.530
H -2.96 1.21 0.26  0.348
H -1.33 -1.13 -0.65  0.175
H 1.21 -0.21 -2.29  0.400
H 0.51 -1.74 -1.64  0.464
H -0.53 -0.53 -1.71  0.472
H 2.78 1.04 -1.06  0.507
H 3.25 -0.56 -0.65  0.368
H 2.76 0.22 0.65  0.475
H 0.16 -1.92 0.50  0.481
H 1.76 -1.76 1.01  0.513
H -0.30 0.27 1.60  0.438
H -2.21 3.18 -0.12  0.258
H -0.50 3.52 0.18  0.205
H -3.12 -2.32 0.12  0.281
H -3.72 -0.71 0.75  0.225
H -0.02 -1.25 2.66  0.179
H 1.04 -0.25 2.58  0.456
H 0.87 2.04 -0.04  0.277

---

What is the energy relative to the best compared isomer or geometry (same formula, charge and spin) in the first record? 283.0 kJ/mol